# CH3BrN2O2

A single CH3BrN2O2 molecule (ωB97M-V/def2-TZVPD, the OMol25 dataset).

Last column: Löwdin charge in e.
Cartesian coordinates (Å):
N -1.310 -0.296 -0.897  0.129
C -0.099 -0.621 -0.216  -0.542
O 0.412 -1.691 -0.147  0.129
N 0.208 0.536 0.584  -0.086
O 1.159 0.497 1.466  -0.418
Br 3.160 0.957 0.836  0.399
H -1.995 0.291 -0.444  0.096
H -1.460 -1.177 -1.378  0.103
H -0.073 1.503 0.195  0.190

Calculated values
charge	0
E_tot	-78200.308	eV
HOMO level (alpha / beta)	-10.05 / -10.11	eV
Kohn-Sham gap (alpha / beta)	8.29 / 8.26	eV
relative energy (zero: lowest compared OMol25 entry of this formula, charge and spin)	0.0000	eV
SMILES	NC(=O)NOBr


# CH3BrN4O2

2 unconnected molecules or ions with the total composition CH3BrN4O2 (ωB97M-V/def2-TZVPD, the OMol25 dataset).

Last column: Löwdin spin population.
Cartesian coordinates (Å):
C -1.536 -0.827 0.052  0.001
N -2.551 -0.505 0.585  0.000
N -0.540 -1.527 -0.229  -0.001
N 0.520 1.086 -0.051  0.704
N 1.755 0.822 -0.164  0.435
O 1.925 -0.476 0.149  0.094
O 2.751 1.488 -0.425  0.501
Br 0.244 2.952 -0.057  0.262
H -3.001 0.292 0.913  0.000
H -0.633 -2.264 -0.903  0.000
H 1.065 -1.042 0.131  0.003

Calculated values
charge	0
multiplicity	3
E_tot	-81174.565	eV
HOMO level (alpha / beta)	-6.69 / -10.47	eV
Kohn-Sham gap (alpha / beta)	6.79 / 7.65	eV


# CH3BrO

A single CH3BrO molecule (ωB97M-V/def2-TZVPD, the OMol25 dataset).

Last column: Löwdin charge in e.
Cartesian coordinates (Å):
C 0.242 -0.137 -0.013  -0.251
O 1.376 -0.996 -0.003  -0.645
Br 3.074 0.001 0.018  0.628
H -0.600 -0.828 -0.437  0.119
H 0.333 0.831 -0.480  0.048
H 0.023 0.037 1.122  0.102

Calculated values
charge	0
E_tot	-73173.245	eV
HOMO level	-10.08	eV
Kohn-Sham gap	8.98	eV
relative energy (zero: lowest compared OMol25 entry of this formula, charge and spin)	1.8703	eV
SMILES	COBr